[1]
The following is a DFT calculation (the ωB97M-V functional and the def2-TZVPD basis) of a 2-piece molecular cluster, C6H12OS4 overall.

The spin multiplicity is 1. The calculation puts the total energy at -1903.775952 a.u. Its SMILES is CC(=O)C(=S)S.CSCSC.

Last column: Löwdin charge in e.
Cartesian coordinates (Å):
S -2.198 1.102 -0.467  0.73
S 3.919 -0.879 0.204  0.70
S -1.136 -1.490 0.627  0.74
S 4.984 -0.109 -2.432  0.81
O 2.769 1.807 -2.329  0.05
C -1.163 -2.192 2.291  -0.42
C 1.765 1.329 -0.220  -0.06
C -1.775 0.166 1.014  -0.86
C 3.855 0.050 -1.128  -1.14
C -3.680 0.211 -0.987  -0.43
C 2.775 1.140 -1.318  -0.51
H -3.457 -0.840 -1.176  0.02
H 1.085 2.131 -0.515  0.08
H 4.435 0.865 -3.179  -0.11
H -4.024 0.677 -1.914  0.03
H -4.472 0.293 -0.236  0.04
H 1.207 0.403 -0.047  0.05
H 2.260 1.578 0.721  0.08
H -2.651 0.078 1.666  0.04
H -1.016 0.753 1.541  0.03
H -0.801 -3.220 2.216  0.03
H -0.503 -1.642 2.968  0.04
H -2.176 -2.210 2.702  0.04

[2]
The following is a DFT calculation (the ωB97M-V functional and the def2-TZVPD basis) of a 6-piece molecular cluster, C52H66IN4O23 overall in a non-equilibrium geometry.

The spin multiplicity is 1. Its net charge is +1. The calculation puts the total energy at -4267.938527 a.u.

Last column: Löwdin charge in e.
Cartesian coordinates (Å):
I 2.736 -6.323 -2.262  0.88
O 4.476 5.598 4.630  0.12
O -4.737 -4.369 -3.339  0.15
O -1.520 -3.536 -1.002  -0.06
O 2.566 10.162 4.926  0.13
O -6.096 -3.004 -2.152  0.14
O -0.695 11.991 2.100  0.12
O 1.039 5.501 -4.630  0.13
O 5.796 1.203 3.672  0.12
O 6.347 9.132 2.658  0.12
O 2.974 -2.026 -3.329  0.09
O -3.118 3.381 -4.199  0.09
O -1.140 9.662 0.926  0.12
O 8.708 6.193 -1.316  0.12
O 7.513 10.308 0.589  0.11
O 2.175 7.849 3.692  0.09
O -4.322 5.198 -5.698  0.12
O 3.433 5.913 2.192  0.11
O 7.465 5.022 0.708  0.10
O -0.182 7.360 -6.064  0.12
O 6.400 -3.364 -0.411  0.11
O 6.637 -0.933 0.614  0.11
O 4.821 1.546 1.247  0.06
O 3.269 0.412 -2.366  0.10
N -3.867 -5.721 -1.127  0.06
N -1.824 -6.712 -0.919  -0.04
N -8.173 -6.651 0.505  0.00
N -2.243 -4.390 -0.145  -0.07
C -2.312 6.364 -5.956  0.08
C -2.411 -2.676 -1.722  -0.17
C -1.588 -1.990 5.558  -0.09
C -4.403 -6.942 -1.734  -0.09
C -2.399 4.271 -4.616  -0.30
C -2.266 -0.163 -1.552  -0.24
C 8.175 8.305 -0.462  0.08
C 7.541 9.093 0.583  -0.31
C 4.561 4.639 3.889  -0.32
C 5.652 -2.524 -0.873  -0.31
C 4.668 -2.817 -1.910  0.06
C -2.094 -3.429 2.109  -0.15
C 3.892 -1.837 -2.381  -0.24
C 0.491 8.644 2.255  0.08
C 5.248 2.375 3.387  -0.23
C -7.212 -7.750 0.615  -0.27
C -4.851 -4.669 -0.957  -0.02
C -1.720 -1.428 -2.230  -0.14
C -1.847 -9.135 -0.329  -0.05
C 8.147 6.967 -0.400  -0.24
C 5.177 3.379 4.271  0.08
C 4.705 2.509 1.993  -0.28
C -6.540 -7.974 -0.752  -0.17
C -2.413 -4.009 3.479  -0.22
C -0.209 -5.798 -2.652  -0.27
C 4.075 3.750 1.614  0.08
C 3.998 4.762 2.496  -0.24
C -0.024 11.065 2.510  -0.31
C -3.434 -3.163 4.230  -0.22
C -5.191 -3.999 -2.277  -0.49
C 1.663 10.115 3.959  -0.23
C -3.025 5.341 -5.468  -0.24
C -0.432 -6.431 -1.280  -0.21
C -0.976 4.351 -4.345  0.07
C -2.626 -5.610 -0.745  -0.20
C -0.222 9.714 1.876  -0.24
C -4.997 -7.912 -0.700  -0.14
C -2.435 0.992 -2.528  -0.11
C 7.468 6.240 0.726  -0.31
C 1.481 8.773 3.305  -0.29
C -1.576 -4.530 1.143  -0.11
C 6.886 8.364 1.725  -0.23
C 4.963 -0.140 -0.820  0.07
C -1.895 -7.693 0.204  -0.18
C -2.887 -1.843 4.760  -0.25
C 5.739 -1.123 -0.347  -0.23
C -0.259 5.372 -4.836  -0.24
C 1.077 -4.997 -2.585  -0.62
C 6.858 7.026 1.780  0.08
C 0.953 11.186 3.578  0.08
C 4.003 -0.425 -1.871  -0.30
C -0.891 6.457 -5.668  -0.31
H 8.542 5.274 -1.031  0.12
H -6.874 -8.923 -1.134  0.11
H -1.951 -1.348 -3.282  0.11
H -3.017 0.687 -3.381  0.07
H -7.807 -8.621 0.834  0.10
H 6.508 10.054 2.375  0.12
H 5.566 3.294 5.276  0.14
H -1.471 1.369 -2.817  0.07
H -0.870 -9.554 -0.163  0.08
H -1.606 0.097 -0.734  0.11
H -0.646 -1.516 -2.150  0.12
H -7.786 -5.876 -0.015  0.04
H -5.745 -2.378 -1.508  0.12
H 1.306 6.320 -5.092  0.13
H 2.575 -1.148 -3.483  0.11
H -3.693 -7.386 -2.409  0.14
H -3.725 -3.751 5.092  0.11
H 2.936 9.261 5.002  0.12
H -2.752 7.138 -6.568  0.14
H -2.734 -7.507 0.850  0.10
H -1.608 -1.458 6.493  0.07
H -1.979 -9.088 -1.400  0.08
H -1.005 -5.093 -2.867  0.10
H -4.765 -7.535 0.281  0.09
H -3.278 -2.451 -1.119  0.10
H -6.952 -7.220 -1.413  0.10
H -0.518 -4.349 1.032  0.13
H 1.238 -4.383 -3.450  0.05
H -3.009 1.757 -2.027  0.07
H 4.612 -3.838 -2.258  0.07
H -5.766 -5.161 -0.652  0.13
H -1.384 -2.621 2.170  0.12
H 7.061 -1.800 0.762  0.12
H 5.725 0.663 2.860  0.11
H -2.788 -1.105 3.977  0.10
H -4.643 -8.918 -0.839  0.11
H 0.361 7.669 1.806  0.14
H -1.410 -3.026 5.802  0.06
H -0.531 3.568 -3.747  0.13
H 0.083 -7.379 -1.275  0.09
H -4.591 4.383 -5.233  0.12
H 0.086 -5.820 -0.549  0.10
H 3.679 3.827 0.611  0.14
H -1.789 -5.472 1.619  0.11
H -3.629 -1.468 5.451  0.10
H -8.432 -6.292 1.413  0.07
H -2.632 -9.733 0.101  0.07
H -1.496 -4.110 4.041  0.10
H 6.391 6.490 2.594  0.12
H -3.238 -0.323 -1.101  0.09
H 5.021 0.876 -0.449  0.10
H -2.998 -3.027 1.670  0.10
H 1.076 12.156 4.038  0.14
H -4.302 -3.000 3.607  0.10
H -4.606 -3.982 -0.167  0.13
H 8.657 8.838 -1.269  0.14
H -5.230 -6.621 -2.342  0.11
H -2.732 -3.226 -2.598  0.11
H -0.986 -7.553 0.773  0.12
H -0.762 -1.671 4.942  0.07
H -6.484 -7.603 1.409  0.10
H 1.050 -4.342 -1.734  0.03
H 3.499 6.479 2.993  0.09
H -1.500 10.568 0.849  0.12
H -0.135 -6.534 -3.434  0.11
H -2.838 -5.005 3.415  0.11

[3]
The following is a DFT calculation (the ωB97M-V functional and the def2-TZVPD basis) of the molecule C16H16ClN5O in a non-equilibrium geometry.

The spin multiplicity is 1. For the energy above the lowest of the compared OMol25 structures with the same formula, charge and spin, the calculation gives 92.1 kcal/mol. Its SMILES is C#CCn1c(Cl)nc2c(N)nc(C#CC3(O)CCCCC3)nc21.

Last column: Löwdin charge in e.
Cartesian coordinates (Å):
Cl 1.445 3.492 5.661  0.82
O -1.763 -3.193 -1.770  0.01
N 1.088 1.696 3.643  0.05
N -3.110 2.906 2.461  0.12
N -1.981 1.332 1.078  0.17
N -0.012 0.403 1.957  0.18
N -0.601 3.045 4.176  0.11
C 0.668 2.753 4.398  -0.78
C -0.944 -2.114 -2.259  -0.50
C -0.758 -1.164 -1.128  0.08
C 3.448 1.347 4.154  -0.19
C 1.217 -1.744 -3.323  -0.18
C 4.487 1.912 4.294  0.15
C -1.609 -1.488 -3.495  -0.14
C -1.958 2.194 2.136  -0.30
C 0.524 -1.545 -4.712  -0.22
C 2.181 0.811 4.158  -0.17
C -0.957 0.458 1.030  -0.35
C -0.781 -0.395 -0.155  0.11
C 0.001 1.298 2.916  -0.25
C -0.769 -0.930 -4.545  -0.27
C 0.394 -2.852 -2.584  -0.11
C -1.025 2.199 3.177  -0.17
H -3.569 3.252 1.587  0.12
H -2.888 3.614 3.192  0.11
H 1.276 -0.786 -2.772  0.11
H 2.288 -0.181 3.649  0.15
H -2.106 -2.921 -0.963  0.05
H 1.115 -0.918 -5.359  0.11
H -1.360 -1.104 -5.488  0.13
H 0.377 -2.587 -5.092  0.13
H 5.341 2.463 4.488  0.02
H -2.353 -0.760 -3.097  0.14
H 0.871 -3.015 -1.610  0.11
H -0.696 0.162 -4.551  0.12
H -2.259 -2.279 -3.868  0.13
H 2.095 0.521 5.198  0.13
H 0.388 -3.887 -3.116  0.16
H 2.297 -1.995 -3.465  0.11

[4]
The following is a DFT calculation (the ωB97M-V functional and the def2-TZVPD basis) of a 2-piece molecular cluster, C4H11NO overall in a non-equilibrium geometry.

The spin multiplicity is 1. For the energy above the lowest of the compared OMol25 structures with the same formula, charge and spin, the calculation gives 157.6 kcal/mol.

Last column: Löwdin charge in e.
Cartesian coordinates (Å):
O -0.414 1.663 -1.431  -0.24
N 0.370 -1.271 -1.359  -0.03
C -0.319 -0.656 0.963  -0.18
C 0.025 0.850 0.801  -0.09
C -0.793 1.829 -0.135  -0.40
C 0.410 -1.641 0.041  -0.32
H 0.233 -1.983 -2.052  0.05
H 0.149 1.188 1.815  0.10
H 0.166 -2.706 0.107  0.11
H -1.846 1.553 0.075  0.14
H -0.270 -0.898 2.027  0.11
H 1.470 -1.524 0.351  0.09
H 1.054 0.796 0.068  0.05
H 1.578 1.020 -0.562  0.29
H 0.122 -0.237 -1.606  0.07
H -0.587 2.822 0.317  0.11
H -1.349 -0.803 0.579  0.13